[1]
C5H5NO in the gas phase in a non-equilibrium geometry, computed with the ωB97M-V functional and the def2-TZVPD basis.

CARTESIAN COORDINATES (ANGSTROEM)
C: 1.7799 0.4283 1.3990
C: 0.9741 0.5650 0.5176
C: -0.0516 0.6383 -0.5321
O: 0.4269 0.2098 -1.7908
C: -1.2551 -0.2709 -0.1971
C: -0.8884 -1.4851 0.5396
N: -0.5997 -2.4099 1.1702
H: 2.4754 0.2735 2.1927
H: -0.4229 1.6721 -0.5957
H: 1.2751 0.6414 -1.9625
H: -1.9836 0.2810 0.4032
H: -1.7302 -0.5435 -1.1442

Output
* spin multiplicity: 1
* energy above the lowest of the compared OMol25 structures with the same formula, charge and spin: 55.3 kcal/mol
* structure (SMILES): C#C[C@@H](O)CC#N
* lowest unoccupied orbital energy: 0.603 eV

Results of the natural (NBO) charge analysis, in e, for atoms 1 through 5: C -0.186; C -0.065; C 0.041; O -0.698; C -0.512

[2]
C5H5NO in the gas phase in a non-equilibrium geometry, computed with the ωB97M-V functional and the def2-TZVPD basis.

CARTESIAN COORDINATES (ANGSTROEM)
O: 0.1400 -2.1490 -0.8360
C: -0.2071 -1.0574 -0.4436
C: -1.4505 -0.3240 -0.1265
C: -0.2275 0.4050 -0.7733
C: 0.6570 1.0952 0.1854
C: 1.3947 -0.1597 0.9090
N: 2.0552 0.7491 0.3229
H: -2.2960 -0.4912 -0.7826
H: -1.7183 -0.0658 0.8896
H: -0.3171 0.8123 -1.7742
H: 0.3242 1.9951 0.6993
H: 1.6454 -0.8097 1.7300

Output
* spin multiplicity: 1
* energy above the lowest of the compared OMol25 structures with the same formula, charge and spin: 117.5 kcal/mol
* structure (SMILES): O=C1C[C@H]1[C@H]1C=N1
* lowest unoccupied orbital energy: -0.188 eV

Results of the natural (NBO) charge analysis, in e, for atoms 1 through 5: O -0.489; C 0.572; C -0.507; C -0.354; C -0.052

[3]
C5H5NO as an isolated structure in a non-equilibrium geometry, computed with the ωB97M-V functional and the def2-TZVPD basis.

CARTESIAN COORDINATES (ANGSTROEM)
O: -1.0645 1.7449 0.0001
C: -0.8263 -0.5893 -0.0861
C: 0.4815 -1.0532 -0.4338
C: 0.7857 0.4021 -0.5290
C: 0.2822 1.5934 -0.3381
C: 1.2006 -1.7101 0.6433
N: 1.7071 -2.2290 1.5412
H: -1.1107 1.9217 0.9460
H: -1.1808 -0.5829 0.9471
H: -1.6163 -0.5090 -0.8293
H: 0.5543 -1.5393 -1.3952
H: 0.7872 2.5506 -0.4662

Output
* spin multiplicity: 1
* energy above the lowest of the compared OMol25 structures with the same formula, charge and spin: 114.2 kcal/mol
* lowest unoccupied orbital energy: 0.436 eV

Results of the natural (NBO) charge analysis, in e, for atoms 1 through 5: O -0.727; C -0.234; C -0.407; C -0.076; C 0.046

[4]
C5H5NO in the gas phase in a non-equilibrium geometry, computed with the ωB97M-V functional and the def2-TZVPD basis.

CARTESIAN COORDINATES (ANGSTROEM)
N: 0.4844 -1.6138 -2.2056
C: 0.3417 -0.6299 -1.6134
C: 0.1650 0.5742 -0.8312
C: 0.9812 0.7321 0.4258
C: -0.4802 0.4379 0.5363
C: -0.9650 -0.9380 0.9065
O: -2.0896 -1.3149 0.6962
H: -0.0659 1.4617 -1.4112
H: 1.6993 -0.0539 0.6507
H: 1.3202 1.7363 0.6569
H: -1.1435 1.2452 0.8337
H: -0.2045 -1.5952 1.3726

Output
* spin multiplicity: 1
* energy above the lowest of the compared OMol25 structures with the same formula, charge and spin: 34.2 kcal/mol
* structure (SMILES): N#C[C@@H]1C[C@@H]1C=O
* lowest unoccupied orbital energy: 0.486 eV

Results of the natural (NBO) charge analysis, in e, for atoms 1 through 5: N -0.302; C 0.268; C -0.323; C -0.382; C -0.315

no.,calculated total energy (Ha)
1,-323.4315
2,-323.3325
3,-323.3377
4,-323.4651